Density functional theory data (wB97M-V/def2-TZVPD) for a cluster of 22 separate species, C66H154N22O22 in total at a distorted geometry.

Element x y z (Å)
O 3.88578 -2.88499 -2.95808
O 3.19481 0.29046 2.99503
O -3.31737 1.88024 4.46049
O 5.86294 2.16639 6.76666
O -8.99286 -2.04081 -1.97805
O -6.74663 2.06014 0.49882
O 4.36677 2.48019 -0.96242
O -4.47484 3.09632 -3.09963
O 7.26003 0.46800 3.73383
O -0.21496 -2.44288 -0.56212
O 0.19222 -2.64258 6.40367
O 0.76300 -8.17532 -2.01880
O 2.58132 1.28259 -5.96478
O 4.70481 7.14635 -2.56891
O -5.79510 -2.38352 5.64973
O -4.47263 -4.07812 -1.88132
O -7.07917 -0.15989 -6.88680
O 1.04867 -4.68965 1.87464
O -2.09374 -0.85340 -5.52814
O 8.15086 -0.56147 -0.77046
O -0.32966 6.19682 -0.90579
O -1.09943 2.29493 1.06013
N -1.86363 -1.82308 6.78448
N -6.23728 -0.41474 4.59016
N -0.75276 3.85836 2.60026
N -4.74767 2.51422 2.82639
N -0.49848 0.76514 -5.18195
N 3.31997 2.52280 1.09762
N 8.20590 0.89010 1.70522
N 3.15874 -0.30397 -4.46216
N -1.35527 -0.39315 -0.19228
N -2.64231 -4.14294 -0.68570
N 7.35129 3.29200 5.51467
N -5.03856 -1.14244 -6.41230
N 3.68902 -1.50660 4.27323
N -8.06939 0.65538 -0.65793
N -7.26539 -3.62456 -1.89773
N 0.94179 -3.42001 3.70586
N 0.33553 -7.54650 0.12833
N 4.52044 4.87823 -2.68252
N -3.16289 5.00536 -3.00302
N 6.63754 -1.66076 -1.96709
N 1.72393 -3.18920 -2.49726
N 1.46979 5.73617 -2.17647
C -7.61451 -4.19143 -0.62104
C -2.87057 3.14206 -1.44907
C 4.45206 4.77493 -4.11517
C -3.85579 1.65641 3.40693
C -1.80183 4.76538 2.12445
C 0.17366 1.64584 2.95414
C 2.49544 0.26410 -3.34711
C 4.19126 2.07145 0.17318
C -5.13779 -2.11036 -7.50039
C 4.20028 -2.24183 3.11473
C -2.35764 -3.44502 -2.98312
C 3.09682 0.19391 -5.74071
C -3.55783 3.74861 -2.66246
C -2.67110 -0.74561 -0.75442
C 7.28696 -0.56121 -1.63247
C -7.97934 -2.59305 -2.47237
C -1.01252 -2.79996 6.39501
C 8.42862 3.06222 6.37961
C 7.92068 -1.44434 2.44066
C -8.02480 -0.18567 0.59479
C 0.35771 -2.26873 3.07398
C -5.96317 -0.16067 -6.26502
C 1.11521 8.02787 -1.52413
C -3.97964 5.83957 -3.89605
C 6.78093 -2.90336 -1.27177
C -0.27493 -1.22914 -0.26549
C -1.75343 -4.06334 5.92375
C 4.76177 6.01360 -2.04635
C -3.25588 -4.51738 0.55465
C -7.23706 2.76348 -1.69064
C 0.80557 -7.36734 -1.14127
C 1.47023 -3.32337 -3.93060
C -1.17261 1.25559 -3.99503
C 1.01371 -0.48529 -0.16923
C -7.40475 -2.17139 -3.73245
C 1.72010 -5.71518 3.90932
C -1.06036 -0.30123 -5.85238
C -5.41086 3.60434 3.54513
C 3.65751 -0.76252 -6.77309
C 0.66832 6.58877 -1.47309
C 1.52784 -6.08926 -1.35930
C -3.26772 -3.90999 -1.83229
C 5.05048 5.79443 -0.50024
C -5.57988 0.99489 -5.37146
C -3.50051 0.51179 2.45059
C 2.29583 3.57524 0.77924
C -6.23027 -2.55039 3.30683
C 1.21265 -4.55869 3.07969
C -0.74504 -8.54922 0.49820
C -0.17833 -0.79684 -6.99427
C 4.95160 0.83778 0.59966
C 1.04854 4.36153 -2.31984
C -6.04406 -1.73873 4.60084
C 3.21976 -2.89285 -0.64579
C 5.06515 3.09711 4.69604
C 3.21054 -0.24076 4.07657
C -1.36396 -0.50170 7.15659
C 2.97927 -3.02546 -2.15724
C 8.00591 2.34116 1.91164
C 7.69826 0.05469 2.68632
C 6.11700 2.76790 5.71771
C -7.36072 1.79408 -0.57240
C 2.80000 0.37209 5.35458
C 6.79407 0.65359 -2.43913
C -0.60572 2.59845 2.10695
C -6.23248 0.31864 5.83138
H 4.23086 5.75665 -4.44206
H -8.11381 -1.57156 -4.29132
H -6.48708 1.52705 -5.07594
H -0.46834 4.03243 3.56028
H 1.26739 -5.74893 -2.35091
H -6.14281 -2.14650 -7.84733
H 1.54013 -0.45456 0.81554
H -2.54843 0.70213 1.92018
H -0.81469 -0.40916 8.12051
H -2.78494 -2.11808 7.00687
H -6.47464 -1.61297 -3.62982
H -2.69366 -3.75239 5.45432
H 4.61690 3.97411 -2.16964
H -3.31965 0.18153 -0.71781
H -7.93658 2.85544 -2.46757
H 8.25820 -1.91346 3.35855
H -4.82429 -3.09287 -7.10158
H -2.65375 2.08405 -1.53221
H -4.87115 4.50854 3.48997
H -5.72003 3.22461 4.51323
H 5.81010 -1.55123 -2.57783
H -7.22761 0.64541 6.25719
H 4.90845 2.26800 4.04512
H 1.90257 8.24002 -2.24657
H -8.67577 -3.99275 -0.43930
H 9.09985 2.20908 6.12955
H 2.36445 -0.24002 6.10174
H -3.41248 -0.50275 2.89810
H 3.27895 1.94815 1.94270
H 2.73012 4.39266 0.24707
H -6.27513 3.69566 2.90511
H -2.46237 -4.71284 1.33211
H 0.61883 -1.51122 -6.66709
H 3.57177 -1.83623 -6.44919
H -0.76366 2.23351 -3.85630
H -5.87540 -0.38282 6.52248
H -8.39881 -1.12541 0.36037
H 6.96092 -1.82918 2.25763
H 4.22286 0.04655 0.55549
H 5.34585 6.74211 -0.04756
H 6.06475 -3.60846 -1.64219
H 1.62026 -5.30659 4.92853
H 3.04282 0.22315 -2.39748
H 0.73128 -2.12019 2.07181
H 1.93532 4.10992 1.66083
H -4.16000 -0.81846 -6.03667
H 5.28160 0.89069 1.63237
H -7.53087 -5.28176 -0.61942
H 1.65428 3.58361 -1.76977
H 3.75403 -3.85846 -0.39083
H -1.59649 5.79499 2.45788
H 2.35703 1.31927 -3.53429
H 5.34171 4.38633 -4.59660
H 2.77077 -5.97874 3.69480
H 4.90303 -1.70575 2.50110
H 6.95528 2.66690 1.78058
H -2.44941 -4.26390 -3.73456
H 8.06293 2.87874 7.33723
H -6.35187 -0.00929 3.69297
H -2.01792 -4.65757 6.79731
H 8.68354 2.80458 1.19585
H -3.84448 5.59567 -4.95648
H 5.22747 4.01027 4.10360
H -1.18239 0.50433 0.26407
H 0.64328 -1.42271 3.68406
H 3.58025 -1.21812 -4.31829
H -2.23803 1.29107 -4.22500
H -1.87759 4.69502 1.03120
H 0.26466 0.04288 -7.50259
H -3.90817 -5.41412 0.42683
H -3.25131 -1.32712 -0.03338
H -7.05537 -0.22761 0.92340
H 8.42624 0.55359 0.77544
H -2.61334 -1.16580 -1.82160
H -0.94363 -9.18589 -0.36176
H -5.14549 2.20120 1.97752
H 0.92676 -2.49475 -4.46265
H -1.12154 -4.62466 5.29060
H -5.39769 -2.33338 2.56953
H 3.32159 -2.58656 2.53513
H 8.43575 2.70910 2.87880
H 3.04930 -0.60432 -7.64973
H 5.80343 4.98806 -0.31300
H -0.77731 -2.22441 3.15759
H 2.30112 -3.00284 -0.11430
H 0.84781 0.59031 -0.35905
H -4.22076 0.49445 1.64722
H 6.94064 0.45372 -3.50220
H 4.12546 5.58798 -0.04863
H 1.22452 -5.29627 -0.65636
H 4.72184 -0.71031 -7.05348
H -1.39569 -3.31603 -2.56715
H -0.51495 -9.14487 1.32412
H 6.60061 -2.79506 -0.23514
H -3.71867 6.88671 -3.69584
H -0.67995 -0.07381 6.42800
H -6.43644 -3.88827 -2.37926
H 3.62452 0.96621 5.80774
H 8.57636 -1.60692 1.57253
H -2.30072 5.32467 -2.62758
H 7.31225 1.53844 -2.14678
H -1.92772 3.61809 -1.20650
H -3.73907 -3.67658 1.01929
H 0.96540 1.10362 2.43507
H -0.54974 0.99420 3.46609
H 4.15909 3.13543 5.32019
H 7.45511 3.79131 4.64230
H 2.57299 -6.37315 -1.24936
H 0.93829 -3.38950 4.67185
H -6.29317 2.49607 -2.13994
H -5.52399 1.14964 5.73924
H -8.42943 0.26091 -1.52337
H 0.91783 -4.22958 -4.26278
H 0.45582 1.08455 -5.46140
H 1.48491 -0.15102 -3.17849
H 7.80101 -3.27615 -1.35216
H 1.04916 -3.21089 -1.78042
H -7.07319 -3.70244 0.25165
H 0.23429 8.58848 -1.79943
H -6.31148 -3.58016 3.53433
H -4.96409 1.79148 -5.88407
H 5.69314 0.80091 -2.31355
H -5.04711 0.63045 -4.50899
H -2.12484 0.24995 7.14746
H -8.64220 0.21138 1.37265
H 1.63278 -0.83171 -0.97826
H -3.43855 3.29744 -0.54423
H 3.61661 4.11537 -4.35867
H -7.13879 -3.06559 -4.32432
H -1.03634 0.68173 -2.98915
H 9.02191 3.94987 6.40778
H -0.83014 -1.35402 -7.62555
H 5.71331 0.45631 -0.13759
H -5.02273 5.74071 -3.62424
H -2.74351 -2.55779 -3.44079
H -4.41405 -1.97189 -8.29263
H 0.37872 -6.75845 0.80747
H 2.41773 6.02973 -2.36740
H -7.18254 -2.25368 2.81139
H 4.09386 -1.70056 5.17420
H 3.80389 -2.01373 -0.35337
H 2.04000 1.13887 5.14976
H 0.68828 2.16156 3.82492
H 1.07529 4.06656 -3.33223
H 1.42893 8.36872 -0.53675
H -7.13534 3.64978 -1.16250
H 1.51267 3.22566 0.12081
H -1.71182 -8.04292 0.72448
H -2.73664 4.38884 2.47757
H -1.69940 -3.87167 -0.54851
H 0.06648 4.14400 -1.97281
H 2.49143 -3.55302 -4.33512
H 4.56493 -3.17732 3.65966
H 1.09275 -6.61123 3.83206

Cartesian forces (eV/Å) of the 3 atoms listed first:
1.45 0.12 -0.74
-0.49 0.62 -1.45
0.50 -0.14 1.38

F_max, eV/A: 4.0
HOMO, eV: -8.982
Energy relative to the best compared isomer or geometry (same formula, charge and spin), kJ/mol: 3.7

Results of the Mulliken charge analysis, in e, for atoms 1 through 2: number 1, O, carries -0.91; number 2, O, carries 0.19